<A>
This record from OMol25 describes an isolated molecule of H5P3S. The level of theory is the ωB97M-V functional and the def2-TZVPD basis.

Each line ends with the Löwdin charge.
Geometry (Å):
P 1.96977 1.64843 -0.14797  0.312
P 0.85381 0.03446 0.32015  0.210
P -1.37691 -0.30932 -0.17256  0.065
S -2.71672 1.04703 0.06577  0.045
H 2.32461 0.74370 -1.24215  -0.234
H 1.22112 -1.21011 0.25205  -0.112
H 0.76604 0.30899 1.63378  -0.103
H -1.63101 -1.30204 0.68023  -0.109
H -1.41070 -0.96114 -1.38930  -0.076

Summary:
- 2S+1 = 1
- HOMO level (eV) = -7.95
- frontier orbital gap (eV) = 8.16


<B>
This record from OMol25 describes a cluster of 2 separate species, H5P3S in total. The level of theory is the ωB97M-V functional and the def2-TZVPD basis.

Each line ends with the Löwdin charge.
Geometry (Å):
P -0.06744 1.85752 -0.26375  0.288
P 0.48994 -1.78106 -0.99908  0.309
P -0.95931 0.28936 0.96382  0.031
S 0.62341 -1.06015 0.93579  -0.171
H -0.98778 1.48301 -1.53429  -0.086
H -1.13543 2.76467 0.03838  -0.182
H 2.01019 -1.73961 -1.21771  -0.095
H 0.36901 -3.21298 -0.67735  -0.137
H -0.34258 1.39924 2.75419  0.042

Summary:
- 2S+1 = 1
- HOMO level (eV) = -8.70
- frontier orbital gap (eV) = 7.76


Q: What are the energies relative to the best structure? A: <A> 0.0; <B> 70.9, in kJ/mol.


<A>
This record from OMol25 describes a cluster of 2 separate species, C6H7NS2 in total. The level of theory is the ωB97M-V functional and the def2-TZVPD basis.

Each line ends with the Löwdin charge.
Geometry (Å):
C -1.05703 -0.31133 -0.81854  -0.352
C -2.39285 -0.62448 -0.58586  -0.383
S -3.05138 0.63870 0.36801  0.967
C -1.42882 1.29279 0.61220  -0.412
N -0.56236 0.67985 -0.12636  -0.013
H -0.43896 -0.94021 -1.37154  0.030
H -3.05801 -1.47438 -0.79844  0.075
H -1.27787 2.17690 1.19077  0.062
C 1.86597 -0.81327 -2.37343  -0.097
C 1.94431 -1.78279 -1.22783  -0.222
C 0.99532 -1.98141 -0.37529  -0.669
S 0.22171 -2.94763 0.63633  0.725
H 1.91181 -1.10091 -3.45138  0.091
H 2.54966 0.08459 -2.24931  0.106
H 0.87850 -0.54112 -2.33255  -0.007
H 2.91809 -2.11317 -1.01521  0.098

Summary:
- 2S+1 = 1
- HOMO level (eV) = -8.23
- frontier orbital gap (eV) = 7.74


<B>
This record from OMol25 describes an isolated molecule of C6H7NS2. The level of theory is the ωB97M-V functional and the def2-TZVPD basis.

Each line ends with the Löwdin charge.
Geometry (Å):
C -0.90188 -1.86329 0.66811  -0.305
C -1.69783 -1.93665 -0.42555  -0.414
C 1.38353 -0.44177 -0.36170  -0.613
C 0.74885 0.86515 -0.48018  -0.413
C -0.64591 0.36738 0.01696  -0.545
C 1.13327 1.95602 0.46158  -0.084
N -0.27712 -0.69746 0.88776  -0.041
S 2.10325 -1.60189 -1.06804  0.864
S -1.75961 -0.40600 -1.32913  0.848
H -0.81424 -2.71270 1.29514  0.095
H -2.49419 -2.68962 -0.74425  0.082
H 0.71659 1.08504 -1.61629  0.162
H -1.17750 1.11389 0.49379  0.073
H 0.35325 2.77003 0.47756  0.098
H 2.11037 2.45394 0.18258  0.097
H 1.21918 1.73794 1.54165  0.097

Summary:
- 2S+1 = 1
- HOMO level (alpha / beta) (eV) = -6.96 / -6.95
- frontier orbital gap (alpha / beta) (eV) = 6.28 / 6.26


Q: What are the energies relative to the best structure? A: <A> 0.0; <B> 65.8, in kJ/mol.